--- A ---
{
  "formula": "C3H7NO3S",
  "method": "the ωB97M-V functional and the def2-TZVPD basis",
  "e_homo_ha": -0.3543,
  "spin_multiplicity": 1,
  "total_charge": 0,
  "gap_ev": 10.115,
  "species": ["C", "C", "C", "N", "O", "O", "O", "S", "H", "H", "H", "H", "H", "H", "H"],
  "xyz": [[0.39, -1.22, 1.13], [-0.87, -0.45, 1.44], [-0.26, -0.02, -0.90], [-0.57, -0.95, 0.06], [0.14, 2.36, 0.43], [0.07, 2.20, -2.12], [2.04, 1.44, -0.95], [0.65, 1.58, -0.68], [1.32, -0.68, 1.15], [0.31, -2.18, 1.62], [-1.42, -1.20, 1.85], [-1.10, 0.60, 1.65], [0.27, -0.73, -2.07], [-1.12, 0.37, -1.55], [0.78, 2.36, -2.72]]
}

---

--- B ---
{
  "formula": "C3H7NO3S",
  "method": "the ωB97M-V functional and the def2-TZVPD basis",
  "e_homo_ha": -0.3473,
  "spin_multiplicity": 1,
  "total_charge": 0,
  "gap_ev": 9.711,
  "species": ["C", "C", "C", "H", "H", "H", "H", "H", "H", "H", "N", "O", "O", "O", "S"],
  "xyz": [[0.96, 1.45, 0.69], [0.95, 0.30, -0.28], [0.40, -1.04, 0.17], [-0.34, 2.50, -0.96], [0.84, 1.36, 1.90], [1.89, 1.99, 0.30], [0.27, 0.73, -1.01], [2.45, -0.85, -0.35], [-1.26, -2.24, 0.44], [-1.85, 1.02, 0.56], [-0.89, -1.36, 0.15], [-0.38, 2.40, 0.26], [2.22, 0.03, -0.87], [1.10, -2.00, 0.54], [-2.07, -0.16, -0.30]]
}

---

The energy of each structure relative to the most stable one, in kJ/mol, is as follows: A 47.6; B 0.0.

---

--- A ---
{
  "formula": "C2H12O3S2",
  "method": "the ωB97M-V functional and the def2-TZVPD basis",
  "e_homo_ha": -0.3251,
  "spin_multiplicity": 1,
  "total_charge": 0,
  "gap_ev": 9.214,
  "smiles": "CCSS.O.O.O",
  "species": ["C", "C", "S", "S", "H", "H", "H", "H", "H", "H", "H", "H", "O", "H", "H", "O", "H", "H", "O"],
  "xyz": [[-1.46, 0.42, -0.93], [-1.36, 1.70, -0.12], [-2.15, 1.56, 1.49], [-1.15, 0.48, 2.84], [-2.45, 0.27, -1.39], [-1.26, -0.42, -0.27], [-0.82, 0.37, -1.81], [-1.76, 2.60, -0.57], [-0.29, 1.81, 0.06], [-0.10, 1.20, 3.26], [0.50, -2.41, -1.94], [1.54, -2.01, -0.84], [1.18, -1.81, -1.70], [1.39, 0.51, -1.30], [2.73, 0.78, -0.52], [1.78, 0.90, -0.52], [1.27, -1.33, 1.77], [0.81, -2.59, 1.25], [1.61, -2.04, 1.26]]
}

---

--- B ---
{
  "formula": "C2H12O3S2",
  "method": "the ωB97M-V functional and the def2-TZVPD basis",
  "e_homo_ha": -0.2825,
  "spin_multiplicity": 1,
  "total_charge": 0,
  "gap_ev": 7.721,
  "smiles": "CCSS.O.O.O",
  "species": ["C", "C", "S", "S", "H", "H", "H", "H", "H", "H", "H", "H", "O", "H", "H", "O", "H", "H", "O"],
  "xyz": [[1.67, -0.84, -1.32], [0.47, -1.60, -2.11], [0.14, -3.10, -0.95], [-0.71, -3.05, 0.74], [2.50, -1.56, -1.41], [1.53, -0.84, -0.21], [2.10, -0.07, -1.71], [0.96, -1.82, -3.15], [-0.68, -1.31, -2.12], [-0.12, -2.20, 1.65], [-0.37, 3.44, -1.17], [0.19, 3.40, 0.13], [-0.44, 2.83, -0.43], [-2.13, 2.44, 0.90], [-1.24, 2.55, 2.29], [-2.07, 2.22, 1.82], [-0.55, 0.24, 2.92], [-1.00, -0.20, 1.74], [-0.25, -0.52, 2.41]]
}

---

The energy of each structure relative to the most stable one, in kJ/mol, is as follows: A 0.0; B 310.1.